# 1
Below is C2H4O3PS as an isolated structure at a distorted geometry, with properties calculated with the ωB97M-V functional and the def2-TZVPD basis.

Results
energy relative to the best compared isomer or geometry (same formula, charge and spin)	6.953	eV
E_LUMO (alpha / beta)	3.12 / 3.12	eV
highest occupied orbital energy (alpha / beta)	-3.9 / -3.9	eV
2S+1	1
electronic energy	-28401.805	eV
total charge	-1
frontier orbital gap (alpha / beta)	7.00 / 7.00	eV

The geometry in XYZ format:
```
11
Properties=species:S:1:pos:R:3:nbo_charge:R:1
S 1.21 0.33 -0.04 2.320
P -0.64 -1.83 0.05 0.831
O 1.92 0.25 -1.32 -1.007
O 2.06 0.62 1.07 -1.006
O 0.92 -1.23 0.36 -0.979
C -0.11 1.30 -0.15 -1.052
C -1.94 -0.81 0.47 -0.619
H -0.07 1.98 0.61 0.217
H -0.60 -1.64 -1.35 -0.055
H -2.14 -0.47 1.38 0.118
H -0.60 1.49 -1.08 0.231
```

---

# 2
Below is C2H4O3S as an isolated structure at a distorted geometry, with properties calculated with the ωB97M-V functional and the def2-TZVPD basis.

Results
energy relative to the best compared isomer or geometry (same formula, charge and spin)	4.691	eV
E_LUMO (alpha / beta)	-0.46 / -1.21	eV
highest occupied orbital energy (alpha / beta)	-8.9 / -7.7	eV
2S+1	1
electronic energy	-19111.132	eV
frontier orbital gap (alpha / beta)	8.48 / 6.45	eV

The geometry in XYZ format:
```
10
Properties=species:S:1:pos:R:3:nbo_charge:R:1
S 1.43 -0.98 -0.61 1.426
O -0.23 -0.91 -0.57 -0.708
O 2.13 -0.11 -1.56 -0.834
O 1.45 0.28 1.26 -0.544
C 0.27 0.26 1.72 0.201
C -1.13 0.06 -0.75 -0.262
H -1.90 -0.43 -1.39 0.189
H -0.70 0.95 -1.24 0.187
H 0.17 0.57 2.92 0.143
H -1.49 0.32 0.22 0.201
```

---

# 3
Below is one molecule with the formula C2H4O3S2 at a distorted geometry, with properties calculated with the ωB97M-V functional and the def2-TZVPD basis.

Results
energy relative to the best compared isomer or geometry (same formula, charge and spin)	1.843	eV
E_LUMO	0.43	eV
highest occupied orbital energy	-10.2	eV
2S+1	1
electronic energy	-29949.578	eV
frontier orbital gap	10.65	eV

The geometry in XYZ format:
```
11
Properties=species:S:1:pos:R:3:nbo_charge:R:1
S 0.30 -0.99 -0.83 2.300
S -1.65 0.11 1.56 0.013
O 1.40 0.35 -0.86 -0.653
O 0.74 -2.03 0.01 -0.883
O -0.16 -1.27 -2.16 -0.867
C -0.64 0.34 0.08 -0.613
C 0.64 1.00 0.16 -0.150
H 0.78 2.07 0.01 0.217
H 1.29 0.74 0.97 0.205
H -1.32 0.90 -0.64 0.269
H -1.37 -1.23 1.69 0.162
```

---

# 4
Below is C2H4O3S2 as an isolated structure at a distorted geometry, with properties calculated with the ωB97M-V functional and the def2-TZVPD basis.

Results
energy relative to the best compared isomer or geometry (same formula, charge and spin)	2.857	eV
E_LUMO	-1.66	eV
highest occupied orbital energy	-10.3	eV
2S+1	1
electronic energy	-29948.565	eV
frontier orbital gap	8.61	eV

The geometry in XYZ format:
```
11
Properties=species:S:1:pos:R:3:nbo_charge:R:1
S 1.31 -1.06 -0.66 0.067
S -0.70 -0.43 -1.33 2.322
O -1.62 -0.94 -0.39 -0.908
O -0.93 -0.78 -2.70 -0.860
O -0.31 0.99 -1.19 -0.860
C 1.01 0.28 0.17 -0.084
C 0.04 0.24 1.35 -0.690
H -0.67 1.00 1.31 0.252
H 1.72 1.17 -0.03 0.256
H -0.51 -0.66 1.22 0.263
H 0.66 0.19 2.26 0.243
```